Record 1
22
Properties=species:S:1:pos:R:3 method="wB97M-V/def2-TZVPD" relative_energy_ev=5.082
C -4.17577 -2.16895 1.79274
O -1.68002 0.44838 0.37204
I -4.16857 -0.36207 -0.58010
C 3.80743 0.58656 -0.64252
H 4.13230 0.70959 -1.63502
C 1.84609 1.26409 0.89694
H 4.30913 -0.31617 -0.19485
H 0.05117 1.68536 1.96680
C -2.09070 -0.04324 -0.88272
C 0.13423 0.18341 -1.05702
C 1.46819 0.22211 -1.31449
C 2.30314 0.69364 -0.37338
C -0.34695 0.60908 0.19131
H 2.64428 1.52368 1.62490
H -0.99955 -0.67571 -2.66887
C 0.50150 1.10473 1.17645
C -1.05477 -0.30583 -1.68373
H -3.08956 -2.11170 1.67684
H 4.12501 1.44265 0.04934
H 1.87619 -0.26543 -2.29806
H -4.64993 -2.66561 2.65797
C -4.94281 -1.55855 0.92545

***

Record 2
17
Properties=species:S:1:pos:R:3 method="wB97M-V/def2-TZVPD" relative_energy_ev=4.566
H 1.28216 -0.84370 0.99071
C 0.04797 1.96501 0.16238
H -0.39760 2.91477 -1.38081
H 0.44048 -1.05281 -1.81543
H -2.54872 -0.66066 0.21317
C 1.04403 -1.35162 -0.95749
C 1.27097 1.53017 0.34668
N -0.72858 -1.02864 1.90326
C -0.62496 -0.48223 0.73887
H 0.83411 -2.39714 -0.72236
H -1.68639 0.40750 -0.73361
H 2.09874 -1.22662 -1.21168
N 0.72378 -0.51299 0.19971
H -1.70564 -1.11542 2.17524
O 2.36689 1.72272 0.76323
N -0.77225 2.57691 -0.48453
N -1.64496 -0.44527 -0.18731

***

Record 3
74
Properties=species:S:1:pos:R:3 method="wB97M-V/def2-TZVPD" energy_ha=-2303.9029 s_squared=6.04 multiplicity=5 total_charge=+4
H 3.99993 -0.16852 2.62344
N -2.38489 2.66961 5.38478
H 3.18284 2.17718 2.62939
C -1.98959 1.45435 3.32600
C 0.83779 -4.21073 1.98536
H 1.55834 0.68267 -3.82556
C 1.59886 -0.31828 -3.37153
H -3.45357 0.37888 4.50918
P -0.77815 2.18587 -1.15794
C -0.37823 3.79780 -0.37515
H -3.43002 -0.31205 -3.07309
H 0.63396 -0.82866 -3.51082
H 0.67353 0.48207 3.84740
C -1.91750 -2.86747 -4.81252
C -2.78083 -1.79086 -4.55186
H 3.06109 1.93602 -2.10686
C -1.03909 -3.27155 -3.82011
H -3.36482 2.39975 5.35545
C 2.20421 2.13061 2.14708
C -2.84211 -0.72172 2.72927
H -1.97191 -3.36262 -5.77053
H 1.45113 2.52243 2.83902
C 0.08983 -4.57816 0.92605
H 0.56008 -4.94507 -0.01272
N -1.22593 0.37521 1.31048
C -1.30465 1.45807 2.11368
H -0.70426 2.31606 1.79675
H 3.66214 -1.70978 -0.60805
H -0.49192 4.60540 -1.11291
O -0.44238 3.01675 4.24562
C -1.74066 -1.41974 -2.37215
C 1.21986 -0.28152 3.29041
H 0.82077 -1.35890 -0.37972
H -0.87970 3.31239 -3.29749
C 3.48742 -0.39107 1.68235
C 3.37782 1.01011 -1.60951
H -3.04161 3.01572 -0.90234
P 1.84918 0.39429 1.72756
H -3.50515 -1.43924 -5.29484
C 2.77887 -1.83324 -1.24418
H 1.92585 -4.23820 1.96982
H 2.05681 -0.61724 3.91235
P 2.01285 -0.20749 -1.59940
H 2.22729 2.76244 1.25828
H -1.86570 -1.60189 0.98427
H -0.37846 -4.13382 -4.02678
C -1.56681 2.46493 4.33521
H 0.56558 -1.13983 3.12856
C -0.96388 -2.62808 -2.59753
H -0.28831 -2.97134 -1.80833
H 0.71833 2.54825 -3.05639
H -3.47110 -1.59436 2.89007
H -0.70251 1.54266 -3.49902
H 3.72481 1.28055 -0.60645
H 4.23437 0.61440 -2.16894
H 2.39014 -0.90586 -3.86199
H 2.06154 -2.48928 -0.72615
H -1.00172 -4.48518 0.91838
H 0.36673 -3.78200 2.88931
C -2.76354 -1.14871 -3.33998
H 0.65584 3.78671 -0.00859
H 4.13053 -0.04915 0.87348
C -1.97005 -0.71109 1.61191
C -2.84402 0.36493 3.60145
H -1.06040 3.97862 0.46579
O -1.50992 -0.54908 -1.45903
C -2.60671 2.03524 -1.13385
H -2.15916 3.44408 5.99394
H -2.91926 1.30223 -0.38182
H 3.39410 -1.47522 1.60847
H 3.05387 -2.29979 -2.19839
Pt 0.47827 0.28393 -0.17703
H -2.94053 1.69232 -2.12001
C -0.36554 2.41426 -2.93097

***

Record 4
79
Properties=species:S:1:pos:R:3 method="wB97M-V/def2-TZVPD" energy_ha=-3948.5821 s_squared=0.77 multiplicity=2
H -15.87355 20.12377 9.93819
H -10.26765 21.45153 3.18949
C -14.74243 21.94248 2.93680
C -17.05957 19.95132 5.49956
H -12.60102 19.76949 9.74294
H -9.60371 15.03833 5.18226
H -16.59700 19.67723 4.55139
O -9.95555 16.46280 2.99475
H -10.47695 23.15373 0.14013
O -14.82669 20.56498 6.29993
H -14.25875 13.93670 6.98989
H -9.80556 19.44443 1.39523
H -12.03708 14.27237 8.73234
H -10.79292 16.00719 3.10802
H -10.61484 17.38676 4.68690
H -17.93555 19.31571 5.62906
C -13.76130 18.23011 9.39045
H -13.15761 17.41039 9.77997
H -8.44064 22.94863 1.75531
O -12.65522 13.71566 8.25318
H -17.08641 21.92437 5.51803
C -12.67502 15.36623 6.54251
H -9.54359 19.77679 7.43633
K -11.70118 23.80240 4.54665
C -13.48285 14.54489 7.45485
H -9.66706 21.20328 6.22772
O -17.70988 21.21393 5.35023
H -12.34053 22.46228 0.99242
H -15.61820 22.36332 2.44283
H -14.20810 17.87426 8.46210
H -14.04076 15.15816 8.16248
C -7.84324 20.59302 5.88930
O -15.91227 19.17012 9.83502
O -11.28701 23.66427 7.30829
H -7.32179 15.43501 5.82005
O -8.78710 19.18908 7.49894
H -12.61085 21.46394 2.40736
H -12.55782 14.87443 4.66089
C -9.67151 21.13365 2.33411
C -9.66156 17.07234 4.26205
P -11.25984 22.31084 7.95737
O -10.40450 20.06520 1.81655
H -13.39283 15.99772 6.01898
O -10.83193 20.94699 7.36590
H -11.81434 15.88630 6.96304
V -12.60415 20.30427 6.49145
H -15.15235 21.44350 6.09077
C -13.58014 21.60295 1.92855
O -11.87713 22.71906 9.35794
O -14.30745 22.84974 3.98364
O -12.44346 18.69938 6.38563
H -6.73145 19.64980 7.56670
H -7.64686 20.86145 8.05572
H -15.05926 21.02588 3.43436
O -12.94292 19.33043 8.96069
H -13.89451 20.69969 1.40569
C -9.03936 15.97082 5.19152
H -14.86900 22.91295 4.75970
H -15.87570 18.81595 6.78827
H -8.75757 21.76414 0.55386
C -16.03967 19.87834 6.60789
O -12.12120 14.58539 5.46551
O -13.29624 22.53510 1.04632
H -8.78291 20.70482 2.79734
C -14.75457 18.61725 10.51605
H -9.07712 16.41116 6.18790
H -16.47963 20.12273 7.57475
O -7.66877 15.76287 4.98716
C -9.23043 22.29950 1.37720
O -12.75092 22.13902 7.52134
H -14.40477 19.25598 11.32708
H -6.85074 20.98306 5.66366
O -8.88661 21.55357 5.79207
O -12.16476 20.92968 5.05955
O -10.51542 22.90646 1.06694
H -9.04092 17.95843 4.12880
C -7.70159 20.07257 7.30554
H -8.04314 19.77014 5.20299
H -15.13770 17.67252 10.90179

***

Record 5
14
Properties=species:S:1:pos:R:3 method="wB97M-V/def2-TZVPD" relative_energy_ev=6.786 smiles="N=c1cc1.C1=CC1"
H 0.98469 0.56447 -0.77752
N -2.20028 -1.42294 -0.81157
H 2.01214 1.15600 0.79263
H -4.39093 1.00370 0.49737
H -2.86822 -2.26605 -0.88907
C 1.68783 0.26021 0.09777
H 3.26941 -1.59736 -0.16334
C -3.43596 0.74213 0.08548
H -1.35848 1.82729 -0.31540
H 0.52035 -1.32616 1.49212
C 1.31080 -0.96094 0.87163
C -2.52628 -0.24573 -0.53553
C -2.19232 1.07805 -0.23988
C 2.37876 -1.04359 0.14051

***

Record 6
19
Properties=species:S:1:pos:R:3 method="wB97M-V/def2-TZVPD" relative_energy_ev=3.288 total_charge=+1
H -1.26774 0.64060 -1.36314
H -1.05468 -2.11847 -1.13769
C -1.24170 -0.91098 1.95090
H 0.49604 -2.80961 -0.58806
H -0.22515 2.56752 -0.61954
H 1.75856 2.11061 1.03514
H -0.39547 1.62546 0.82638
Se 1.98154 -0.31173 0.21434
C 0.16584 -0.72024 -0.19562
H -0.70861 -1.73714 2.47024
C 1.57385 1.64946 0.09238
H 1.95209 2.10904 -0.72042
H 0.28778 -1.88220 -2.11423
H 0.29354 0.62544 -1.75354
C 0.02727 1.68946 -0.12304
H -2.23560 -1.07422 1.46898
C -0.01316 -1.99715 -0.97200
H -1.09928 0.03647 2.54149
N -0.29512 0.50769 -1.01258